# 1
24
Properties=species:S:1:pos:R:3 method="wB97M-V/def2-TZVPD" gap_ev=10.716 smiles=CO.CO.CO.CO max_force_ev_per_a=1.10 e_above_lowest_kj_mol=213.9 total_charge=0
C 1.670 2.700 0.144
O 2.299 1.939 1.208
H 2.419 3.383 -0.247
H 1.212 2.062 -0.614
H 0.846 3.234 0.621
H 3.249 1.965 1.084
C 0.094 -0.605 0.091
O 0.616 -0.301 1.392
H -0.544 0.230 -0.215
H 0.887 -0.736 -0.648
H -0.477 -1.520 0.220
H 1.374 0.302 1.329
C -2.422 1.438 2.562
O -1.424 2.156 1.859
H -2.287 1.461 3.646
H -3.408 1.846 2.341
H -2.447 0.394 2.230
H -0.618 1.635 1.975
C -0.169 -3.535 -2.822
O -0.576 -3.397 -4.164
H -0.847 -2.930 -2.221
H -0.292 -4.546 -2.416
H 0.860 -3.220 -2.643
H -0.017 -3.954 -4.713

***

# 2
8
Properties=species:S:1:pos:R:3 method="wB97M-V/def2-TZVPD" gap_ev=7.494 smiles=c1cc2c(o1)S2 max_force_ev_per_a=3.33 e_above_lowest_kj_mol=227.4 total_charge=0
C 0.323 -0.751 0.059
C 0.659 0.565 0.128
C 2.048 0.519 -0.060
C 2.418 -0.773 -0.064
O 1.403 -1.627 0.018
S 3.841 0.376 0.016
H -0.548 -1.241 0.249
H 0.271 1.560 0.058

***

# 3
14
Properties=species:S:1:pos:R:3 method="wB97M-V/def2-TZVPD" gap_ev=9.666 max_force_ev_per_a=3.76 e_above_lowest_kj_mol=150.9 total_charge=+1
C -1.256 0.387 0.682
C -1.288 -1.147 0.415
C 1.017 -0.151 0.180
N 0.119 0.806 0.606
S 0.487 -1.717 0.062
S 2.634 0.329 -0.065
H -1.948 0.748 -0.145
H -1.582 0.506 1.748
H -1.718 -1.572 1.249
H -1.827 -1.609 -0.462
H 1.329 0.436 -2.439
H 1.179 -0.233 -2.845
H 0.148 1.774 0.333
H 2.709 1.442 0.680

***

# 4
48
Properties=species:S:1:pos:R:3 method="wB97M-V/def2-TZVPD" gap_ev=9.662 smiles="CCNC(=O)CC.O.O.O.O.O.O.O.O.O.O" max_force_ev_per_a=3.59 e_above_lowest_kj_mol=214.4 total_charge=0
C -2.598 -1.758 1.217
C -1.178 -1.353 0.981
N -1.144 -0.433 -0.148
C -0.242 -0.344 -1.160
O -0.128 0.790 -1.673
C 0.270 -1.503 -1.879
C 0.412 -1.336 -3.421
H -2.836 -2.246 2.185
H -2.814 -2.582 0.543
H -3.296 -0.899 1.156
H -0.595 -2.239 0.672
H -0.681 -0.905 1.844
H -1.542 0.465 0.131
H -0.241 -2.445 -1.679
H 1.316 -1.693 -1.691
H 0.842 -0.333 -3.577
H 1.023 -2.118 -3.835
H -0.575 -1.155 -3.957
O 2.762 1.827 1.372
H 2.049 2.477 1.289
H 3.425 2.476 1.685
O 1.109 -1.009 3.535
H 1.006 -1.919 3.226
H 1.421 -1.084 4.442
O 2.340 -3.922 1.122
H 2.466 -2.951 1.100
H 1.973 -4.183 0.266
O -0.251 4.450 -3.354
H 0.231 3.625 -3.575
H -1.187 4.377 -3.169
O -1.560 3.311 -0.747
H -2.448 3.448 -0.400
H -1.545 2.392 -1.022
O 2.070 2.946 -2.787
H 2.286 2.881 -1.835
H 1.375 2.247 -2.778
O 0.420 -3.734 2.896
H 0.329 -4.530 3.438
H 1.358 -3.904 2.616
O 1.015 4.179 -0.063
H 0.343 4.571 -0.637
H 0.495 3.943 0.713
O 2.651 -1.234 1.121
H 2.311 -0.946 1.983
H 2.628 -0.469 0.532
O -4.962 0.545 1.072
H -4.860 1.232 0.404
H -5.243 1.042 1.848

***

# 5
51
Properties=species:S:1:pos:R:3 method="wB97M-V/def2-TZVPD" gap_ev=6.113 max_force_ev_per_a=0.48 total_charge=+2
Os 1.382 -1.009 -0.797
Cl 2.830 -1.713 1.912
C 4.755 1.021 2.567
C 1.988 0.813 -0.409
C 2.144 1.304 0.823
Cl 2.559 1.910 -1.625
C 1.701 2.019 1.877
Cl 0.057 2.579 1.989
C 2.581 2.397 2.919
Cl 2.114 3.472 4.105
C 3.902 1.930 2.983
Cl 5.174 2.384 4.140
Cl -3.201 -0.003 5.539
C -2.088 -0.302 4.269
C -2.607 -0.322 2.917
C -1.827 -0.540 1.837
C -0.421 -0.754 1.994
O 0.359 -0.944 1.056
C 0.114 -0.750 3.390
C 1.381 -0.921 3.724
O 2.814 -2.157 0.383
C -0.787 -0.509 4.524
H -3.669 -0.155 2.793
H -2.217 -0.559 0.827
H 2.989 -2.844 2.552
H -0.400 -0.519 5.532
C -1.362 2.390 -1.473
C -0.759 2.237 -2.846
O -0.257 0.906 -3.139
P -0.199 -0.413 -2.293
O -1.658 -0.730 -1.759
C -2.809 -0.763 -2.666
C -4.037 -1.056 -1.846
O 0.080 -1.435 -3.507
C 1.066 -2.420 -3.179
C 2.404 -1.781 -2.835
H -1.600 3.442 -1.316
H -0.654 2.087 -0.701
H -2.279 1.815 -1.356
H 0.096 2.898 -2.974
H -1.481 2.452 -3.632
H -2.622 -1.529 -3.416
H -2.878 0.205 -3.166
H -3.945 -2.012 -1.332
H -4.908 -1.101 -2.499
H -4.214 -0.268 -1.112
H 1.189 -3.044 -4.064
H 0.696 -3.080 -2.379
H 2.742 -1.184 -3.685
H 3.160 -2.527 -2.598
H 2.604 -0.916 -2.048

***

# 6
14
Properties=species:S:1:pos:R:3 method="wB97M-V/def2-TZVPD" gap_ev=8.073 max_force_ev_per_a=5.63 e_above_lowest_kj_mol=464.1 total_charge=+1
C -0.003 1.421 0.177
C 1.421 -0.457 -0.010
C -2.459 -0.755 0.171
N -0.853 0.671 -0.381
N 1.214 0.876 0.230
N -1.871 0.131 -0.632
N 2.630 -0.764 -0.331
H -0.204 2.393 0.634
H -3.493 -0.383 0.411
H -2.740 -1.558 -0.562
H -1.844 -1.213 1.063
H 2.024 1.497 0.320
H 3.273 -0.110 -0.742
H 2.905 -1.750 -0.346